No. 1
Computed, not measured: a cluster of 2 separate species, C3H10OS2 in total in a non-equilibrium geometry, with ωB97M-V/def2-TZVPD.

```
! RIJCOSX wB97M-V def2-TZVPD def2/J DEFGRID3
* xyz 0 1
C -2.23 0.52 -0.22
C -2.91 1.67 -0.92
C -1.23 -0.16 -1.16
S -0.38 -1.58 -0.48
S 1.08 -0.75 0.77
H -1.62 0.79 0.63
H -2.85 -0.29 0.17
H -2.20 2.42 -1.25
H -3.62 2.22 -0.32
H -3.37 1.31 -1.85
H -1.76 -0.65 -1.97
H -0.57 0.59 -1.61
H 1.30 0.27 -0.07
H 4.63 1.39 1.02
H 3.19 1.16 1.34
O 3.93 1.73 1.58
*
```

For the orbital gap, the calculation gives 8.9 eV. The SMILES is CCCSS.O. The energy above the lowest of the compared OMol25 structures with the same formula, charge and spin is 38.1 kJ/mol. The LUMO energy comes out at 0.3 eV. For the HOMO energy, the calculation gives -8.586 eV. For the total energy, the calculation gives -991.8971 a.u.


No. 2
Computed, not measured: a structure of composition C34H34BrF3N5O5SSeTi in a non-equilibrium geometry, with ωB97M-V/def2-TZVPD.

```
! RIJCOSX wB97M-V def2-TZVPD def2/J DEFGRID3
* xyz 0 2
Ti 0.30 -0.30 -1.62
C 1.06 -6.10 -1.49
C 2.23 -5.63 -2.08
C 2.43 -4.27 -2.25
C 1.46 -3.39 -1.82
C 0.29 -3.83 -1.23
C 0.09 -5.20 -1.06
N 1.62 -1.94 -1.95
N 2.71 -1.59 -2.42
C 2.99 -0.20 -2.36
C 4.19 0.22 -2.93
C 4.57 1.53 -2.81
C 3.74 2.42 -2.12
C 2.55 2.00 -1.57
C 2.12 0.66 -1.67
H 0.90 -7.16 -1.36
H 2.98 -6.32 -2.42
H 3.34 -3.90 -2.70
H -0.47 -3.13 -0.91
H -0.82 -5.55 -0.59
H 4.81 -0.50 -3.46
H 5.49 1.88 -3.26
H 4.04 3.46 -2.03
H 1.91 2.71 -1.06
Br -5.89 -2.60 -5.27
C -4.16 -1.88 -5.47
C -3.73 -1.47 -6.72
N -2.53 -0.92 -6.94
C -1.73 -0.78 -5.89
C -2.08 -1.18 -4.61
C -3.33 -1.74 -4.38
C -1.15 -1.00 -3.48
O -1.36 -1.54 -2.36
O -0.09 -0.28 -3.62
H -4.38 -1.58 -7.58
H -0.76 -0.32 -6.06
H -3.62 -2.04 -3.38
C -3.48 -0.82 5.15
C -2.99 0.16 4.10
C -2.80 -0.50 2.73
C -2.38 0.47 1.64
N -1.09 1.10 1.92
C 0.11 0.53 1.73
Se 0.41 -1.16 0.97
N 1.07 1.40 2.10
C 2.50 1.16 2.18
C 3.00 1.11 3.63
C 2.36 0.01 4.48
C 2.80 -1.39 4.08
C 0.46 2.59 2.50
C 0.99 3.80 2.92
C 0.09 4.81 3.22
C -1.30 4.60 3.10
C -1.82 3.40 2.68
C -0.91 2.40 2.38
H -3.60 -0.34 6.12
H -2.78 -1.65 5.27
H -4.44 -1.25 4.87
H -2.04 0.60 4.42
H -3.69 0.99 4.00
H -3.73 -0.97 2.42
H -2.05 -1.29 2.80
H -3.10 1.29 1.55
H -2.31 -0.01 0.67
H 3.00 1.95 1.62
H 2.69 0.22 1.65
H 2.83 2.08 4.10
H 4.08 0.96 3.59
H 1.27 0.10 4.43
H 2.63 0.19 5.52
H 2.45 -1.66 3.08
H 2.40 -2.14 4.77
H 3.88 -1.48 4.10
H 2.06 3.97 2.99
H 0.46 5.77 3.54
H -1.97 5.42 3.33
H -2.89 3.26 2.57
F -0.16 2.85 -3.28
C -1.16 3.34 -2.56
F -2.11 3.76 -3.38
F -0.72 4.37 -1.86
S -1.89 2.08 -1.42
O -2.52 2.85 -0.39
O -2.68 1.22 -2.25
O -0.67 1.35 -0.87
*
```

For the orbital gap (alpha / beta), the calculation gives 7.0 / 7.7 eV. The energy above the lowest of the compared OMol25 structures with the same formula, charge and spin is 2.5 kJ/mol. The LUMO energy (alpha / beta) comes out at -0.7 / -0.9 eV. For the HOMO energy (alpha / beta), the calculation gives -7.769 / -8.566 eV. For the total energy, the calculation gives -8488.8581 a.u.


No. 3
Computed, not measured: a structure of composition C32H46ClFOP4Zr in a non-equilibrium geometry, with ωB97M-V/def2-TZVPD.

```
! RIJCOSX wB97M-V def2-TZVPD def2/J DEFGRID3
* xyz 2 1
P -5.45 -2.54 0.46
C -6.03 -4.06 -0.41
C -6.58 -5.17 0.23
H -6.63 -5.22 1.32
C -7.10 -6.24 -0.51
H -7.53 -7.10 0.00
C -7.05 -6.20 -1.91
H -7.44 -7.04 -2.49
C -6.48 -5.10 -2.56
H -6.43 -5.07 -3.65
C -5.96 -4.04 -1.82
H -5.52 -3.19 -2.33
C -5.53 -3.13 2.21
C -4.41 -3.83 2.70
H -3.52 -3.94 2.08
C -4.45 -4.42 3.96
H -3.58 -4.97 4.32
C -5.59 -4.29 4.76
H -5.61 -4.73 5.75
C -6.70 -3.57 4.29
H -7.59 -3.46 4.91
C -6.67 -3.00 3.02
H -7.54 -2.45 2.66
C -7.00 -1.55 0.39
C -8.25 -2.07 0.01
H -8.33 -3.10 -0.34
C -9.40 -1.29 0.08
H -10.36 -1.71 -0.22
C -9.31 0.03 0.54
H -10.21 0.65 0.59
C -8.07 0.57 0.90
H -8.00 1.60 1.25
C -6.92 -0.21 0.81
H -5.95 0.23 1.07
Zr -0.26 -0.24 -0.27
C -0.12 0.69 1.93
C -1.06 0.46 2.85
H 0.80 1.23 2.18
C -2.27 -0.40 2.50
O -3.44 0.44 2.63
H -4.25 -0.05 2.39
C -2.15 -0.87 1.09
H -2.32 -1.27 3.18
C -2.46 -1.35 -0.03
Cl -0.42 -1.06 -2.53
P -1.02 2.29 -0.88
P 1.27 -2.35 0.61
C -0.32 2.89 -2.46
H -0.51 2.15 -3.24
H 0.77 2.99 -2.35
H -0.75 3.86 -2.73
C -2.82 2.40 -1.18
H -3.35 2.16 -0.25
H -3.10 1.67 -1.94
H -3.08 3.42 -1.51
C -0.72 3.71 0.22
H 0.36 3.82 0.39
H -1.21 3.55 1.19
H -1.11 4.64 -0.24
C 2.87 -2.54 -0.26
H 3.54 -1.72 0.04
H 2.69 -2.45 -1.34
H 3.35 -3.50 -0.05
C 1.79 -2.54 2.36
H 0.91 -2.44 3.01
H 2.49 -1.73 2.62
H 2.27 -3.51 2.54
C 0.44 -3.94 0.26
H 0.18 -3.97 -0.81
H -0.49 -3.99 0.85
H 1.10 -4.79 0.52
P -1.03 1.20 4.52
C 0.59 1.81 4.96
C -1.55 -0.10 5.63
H 0.92 2.58 4.25
H 1.32 0.98 4.97
H 0.55 2.25 5.96
H -2.50 -0.52 5.30
H -1.67 0.30 6.65
H -0.79 -0.89 5.65
C -2.20 2.56 4.53
H -1.80 3.40 3.96
H -2.40 2.87 5.57
H -3.13 2.21 4.07
H -3.17 -1.88 -0.66
F 1.61 0.41 -0.30
*
```

For the orbital gap, the calculation gives 5.5 eV. The LUMO energy comes out at -7.0 eV. For the HOMO energy, the calculation gives -12.560 eV. For the total energy, the calculation gives -3294.2763 a.u.


No. 4
Computed, not measured: an isolated molecule of C25H31N3O2S in a non-equilibrium geometry, with ωB97M-V/def2-TZVPD.

```
! RIJCOSX wB97M-V def2-TZVPD def2/J DEFGRID3
* xyz 0 1
C 2.08 -4.41 -4.95
H 1.52 -5.04 -4.27
H 1.39 -3.95 -5.65
H 2.78 -5.03 -5.50
C 2.84 -3.32 -4.20
N 1.97 -2.28 -3.68
C 0.96 -2.72 -2.74
C 1.50 -3.32 -1.43
C 0.37 -3.58 -0.43
N -0.34 -2.36 -0.08
C 0.34 -1.39 0.60
N 0.08 -0.14 0.59
C 0.87 0.59 1.43
C 1.81 -0.16 2.08
S 1.68 -1.82 1.67
H 2.56 0.15 2.78
C 0.63 2.02 1.55
C -0.45 2.59 0.88
C -0.73 3.93 1.00
C 0.07 4.75 1.80
C 1.16 4.19 2.47
C 1.43 2.84 2.34
H 2.28 2.43 2.87
H 1.80 4.80 3.09
O -0.29 6.06 1.86
C 0.48 6.94 2.64
H 0.01 7.92 2.54
H 1.51 7.00 2.29
H 0.48 6.65 3.70
H -1.57 4.37 0.49
H -1.07 1.96 0.27
C -1.64 -2.19 -0.54
O -2.14 -3.01 -1.28
C -2.37 -0.99 -0.05
C -2.57 -0.78 1.31
C -3.28 0.32 1.76
C -3.80 1.21 0.82
C -3.63 0.98 -0.53
C -2.92 -0.12 -0.97
H -2.78 -0.30 -2.03
H -4.06 1.67 -1.25
H -4.35 2.07 1.16
C -3.44 0.59 3.22
H -2.67 1.29 3.55
H -3.33 -0.33 3.80
H -4.41 1.03 3.43
H -2.16 -1.48 2.03
H -0.37 -4.25 -0.87
H 0.77 -4.03 0.49
H 2.23 -2.64 -0.99
H 2.00 -4.27 -1.62
H 0.33 -3.46 -3.24
H 0.34 -1.86 -2.51
C 2.71 -1.11 -3.24
C 3.05 -0.19 -4.42
H 3.75 -0.67 -5.10
H 2.15 0.05 -4.96
H 3.51 0.73 -4.05
H 3.64 -1.38 -2.71
H 2.08 -0.55 -2.54
H 3.45 -3.78 -3.40
H 3.53 -2.84 -4.90
*
```

For the orbital gap, the calculation gives 8.3 eV. The SMILES is CCN(CC)CCCN(C(=O)c1cccc(C)c1)c1nc(-c2ccc(OC)cc2)cs1. The energy above the lowest of the compared OMol25 structures with the same formula, charge and spin is 135.3 kJ/mol. The LUMO energy comes out at 0.5 eV. For the HOMO energy, the calculation gives -7.773 eV. For the total energy, the calculation gives -1684.1824 a.u.